{
  "formula": "C8H7N5O5S",
  "method": "wB97M-V/def2-TZVPD",
  "elements": ["O", "O", "O", "O", "N", "N", "O", "C", "C", "C", "C", "C", "C", "C", "C", "N", "N", "N", "S", "H", "H", "H", "H", "H", "H", "H"],
  "xyz": [[3.439, -1.968, -3.466], [-1.840, 3.428, 1.009], [-0.546, 3.901, 3.058], [2.771, 0.125, -3.257], [0.395, 2.380, 1.235], [-3.050, 0.491, 1.919], [0.552, -0.705, -1.893], [0.212, 1.229, 0.725], [-1.815, 0.770, 1.712], [0.195, -2.823, -0.825], [1.338, -2.777, -1.715], [-0.246, -1.436, -0.990], [1.503, -1.548, -2.253], [-1.136, -0.843, 0.015], [-0.893, 0.309, 0.772], [1.427, 0.975, 0.208], [-1.460, 1.555, 2.703], [2.657, -1.174, -3.041], [-0.956, 2.892, 2.041], [-3.517, -0.207, 1.344], [-0.016, -3.693, -0.266], [1.925, -3.638, -2.063], [-2.043, -1.415, 0.123], [1.456, 0.522, -0.711], [1.921, 1.865, 0.395], [-2.271, 1.785, 3.221]],
  "atomic_forces_ev_per_a": [[-0.27, -0.83, 0.38], [0.15, -1.36, 1.13], [-1.07, -3.04, -1.71], [-0.74, -4.39, 1.07], [-4.01, 2.02, 2.86], [-0.87, -1.41, -1.11], [-1.33, -0.38, 1.89], [3.72, -0.12, -1.37], [-6.47, -3.90, 0.40], [1.68, 5.14, -3.63], [0.07, -1.88, -0.25], [0.57, -2.62, 1.55], [0.94, -1.96, -0.18], [1.33, 2.82, -0.01], [-0.02, -2.58, -2.99], [1.32, -2.10, -2.08], [2.84, 2.01, 3.07], [-0.21, 5.95, -1.28], [3.16, 8.84, -0.11], [0.41, 0.12, -0.38], [-0.93, -0.22, 0.71], [-0.05, 0.55, 0.59], [-0.12, 0.02, 0.56], [0.52, 0.61, 0.70], [0.47, -1.24, -0.98], [-1.08, -0.04, 1.17]],
  "total_energy_ha": -1356.9428,
  "homo_lumo_gap_ev": 7.3,
  "spin_multiplicity": 1,
  "e_above_lowest_kcal_mol": 46.8,
  "lumo_ev": -2.53
}



{
  "formula": "C8H7NO2",
  "method": "wB97M-V/def2-TZVPD",
  "elements": ["C", "C", "C", "C", "C", "C", "C", "C", "H", "H", "H", "H", "H", "H", "H", "N", "O", "O"],
  "xyz": [[0.956, -0.537, 1.452], [0.157, -1.455, 0.672], [-0.358, -0.745, -0.547], [-1.044, -1.361, -1.706], [-1.411, -0.356, -2.588], [-0.270, 0.637, -0.924], [0.378, 1.416, -0.003], [1.057, 0.919, 1.115], [1.329, -1.336, 3.359], [0.011, -2.408, 0.981], [-1.595, -2.322, -1.733], [-1.863, -0.237, -3.584], [-1.366, 1.903, -1.998], [0.681, 2.462, -0.096], [1.480, 1.366, 2.833], [-1.059, 0.817, -1.916], [1.347, -0.509, 2.796], [1.570, 1.745, 1.888]],
  "atomic_forces_ev_per_a": [[-1.87, 1.50, -0.28], [2.12, 7.62, -1.20], [-0.12, -3.34, -0.73], [-1.23, -0.07, 0.23], [-0.27, 0.61, 1.31], [1.41, -4.07, 5.42], [2.42, 1.94, 1.11], [-4.34, -5.74, -5.31], [-0.17, 1.18, -1.59], [-0.66, -2.80, 0.41], [1.24, 0.35, -0.15], [-0.02, -0.60, 0.92], [0.80, -3.82, -0.93], [-0.90, 0.13, -0.49], [0.62, 0.72, -1.83], [-1.77, 6.10, -4.13], [0.30, -2.57, 1.30], [2.44, 2.87, 5.95]],
  "smiles": "Oc1cc2cc[nH]c2cc1O",
  "total_energy_ha": -514.1706,
  "homo_lumo_gap_ev": 7.7,
  "spin_multiplicity": 1,
  "e_above_lowest_kcal_mol": 82.2,
  "lumo_ev": 0.53
}



{
  "formula": "C8H7NOS",
  "method": "wB97M-V/def2-TZVPD",
  "elements": ["C", "C", "C", "C", "C", "C", "C", "C", "N", "O", "S", "H", "H", "H", "H", "H", "H", "H"],
  "xyz": [[-3.390, 0.066, -0.088], [-1.456, -1.202, -0.510], [-1.438, 1.315, 0.170], [-2.003, 0.084, -0.020], [-0.197, -1.541, -0.666], [0.914, -0.968, 0.287], [1.359, 0.458, 0.269], [2.567, 0.764, -0.641], [-4.522, 0.221, -0.129], [0.353, -1.215, 1.563], [0.228, 1.791, 0.274], [-2.013, -1.992, -0.985], [-1.911, 2.290, 0.352], [1.877, -1.694, 0.311], [3.417, 0.586, 0.021], [2.628, 1.696, -1.058], [2.665, 0.040, -1.367], [0.920, -0.698, 2.219]],
  "atomic_forces_ev_per_a": [[-1.43, 0.92, 0.23], [1.31, 0.12, -0.54], [1.34, -0.48, 0.52], [1.02, 0.04, -0.80], [1.98, 2.01, 1.35], [2.02, -2.58, 1.13], [-0.57, 0.36, -3.20], [-0.20, -1.52, 4.03], [-0.96, -0.26, -0.06], [0.34, 0.94, 2.18], [0.12, -0.63, 0.05], [-1.49, 0.27, 0.19], [-0.85, -1.00, -0.12], [-1.76, 1.80, -0.98], [0.44, 0.28, -0.17], [-0.09, 2.47, -0.84], [-0.10, -1.67, -1.84], [-1.12, -1.06, -1.13]],
  "total_energy_ha": -836.9857,
  "homo_lumo_gap_ev": [6.8, 8.1],
  "spin_multiplicity": 1,
  "e_above_lowest_kcal_mol": 155.4,
  "lumo_ev": [-1.11, -1.19]
}



{
  "formula": "C8H7O3S",
  "method": "wB97M-V/def2-TZVPD",
  "elements": ["C", "C", "C", "C", "C", "C", "C", "C", "O", "O", "O", "S", "H", "H", "H", "H", "H", "H", "H"],
  "xyz": [[-2.521, -0.692, 0.691], [-2.400, -0.447, -0.674], [-1.341, -0.559, 1.481], [-1.229, -0.040, -1.265], [-0.129, -0.104, 0.931], [-0.085, 0.059, -0.446], [2.027, 1.757, -0.024], [1.207, 0.492, -0.972], [2.875, 0.054, 0.878], [1.448, 2.387, 0.798], [2.050, -2.091, 0.012], [2.579, -0.779, -0.393], [-3.485, -1.070, 1.117], [-3.327, -0.722, -1.154], [-1.617, -1.064, 2.406], [-1.154, 0.301, -2.298], [0.784, -0.161, 1.444], [2.904, 1.932, -0.540], [1.415, 0.744, -1.991]],
  "atomic_forces_ev_per_a": [[1.58, 0.16, 0.13], [-1.67, -0.56, 0.60], [-2.12, -0.75, -0.70], [0.68, 0.26, 0.58], [-2.49, -1.92, 0.12], [-0.15, 1.82, -1.01], [-4.10, -3.17, -1.38], [2.44, 0.72, 2.70], [0.42, -0.53, -0.67], [0.09, 0.84, 0.62], [-0.69, -0.16, -0.24], [0.85, 1.04, 0.49], [1.12, 0.37, -0.38], [0.02, 0.50, -1.07], [1.43, 0.78, 0.75], [-0.10, -0.51, 0.11], [0.88, 0.33, 0.90], [2.34, 0.91, -0.68], [-0.54, -0.12, -0.86]],
  "total_energy_ha": -932.9267,
  "homo_lumo_gap_ev": 7.2,
  "total_charge": -1,
  "spin_multiplicity": 1,
  "e_above_lowest_kcal_mol": 43.7,
  "lumo_ev": 3.57
}



{
  "formula": "C8H7O3S",
  "method": "wB97M-V/def2-TZVPD",
  "elements": ["C", "C", "C", "C", "C", "C", "C", "C", "O", "O", "O", "S", "H", "H", "H", "H", "H", "H", "H"],
  "xyz": [[-3.258, 0.793, -0.573], [-1.905, 0.589, -0.387], [-3.968, -0.420, -0.759], [-1.452, -0.736, -0.468], [3.050, -1.031, 1.048], [-0.189, -1.204, -0.342], [2.176, -0.048, 0.386], [2.620, 1.372, 0.329], [4.164, -0.615, 1.457], [2.605, -2.163, 1.158], [0.950, -0.245, -0.017], [-2.902, -1.759, -0.634], [-3.793, 1.794, -0.767], [-1.185, 1.341, -0.421], [-5.075, -0.575, -0.830], [-0.020, -2.212, -0.152], [2.177, 1.840, -0.501], [3.660, 1.292, 0.329], [2.346, 1.987, 1.142]],
  "atomic_forces_ev_per_a": [[-3.02, -0.49, -1.25], [0.42, -0.71, -0.58], [-0.52, 1.77, 0.47], [-2.38, 1.79, 0.44], [1.69, -0.64, 0.58], [4.23, 0.91, 0.76], [-2.53, 0.67, -0.22], [-0.81, -1.21, -0.29], [-0.26, 0.76, -0.28], [-1.25, -1.78, -0.08], [-2.19, -0.83, -0.58], [1.01, -0.13, 0.04], [1.09, -1.62, 0.70], [0.97, 1.33, 0.26], [1.40, 0.18, -0.03], [1.04, -1.31, 0.38], [-0.27, 0.63, -1.48], [1.80, 0.37, -0.28], [-0.46, 0.31, 1.45]],
  "total_energy_ha": -932.8700,
  "homo_lumo_gap_ev": [6.2, 5.4],
  "total_charge": -1,
  "spin_multiplicity": 1,
  "e_above_lowest_kcal_mol": 79.3,
  "lumo_ev": [3.02, 2.61]
}